Record 1
A cluster of 4 separate species, C20H33F5IN6O9S in total in a non-equilibrium geometry, computed with the ωB97M-V functional and the def2-TZVPD basis.

The calculation puts the orbital gap at 6.519 eV. As for the multiplicity: 1. The total energy comes out at -81154.28733 eV. The net charge is +1.

CARTESIAN COORDINATES (ANGSTROEM)
C 5.472 -4.071 -0.071
C 5.992 -3.723 -1.482
C 5.151 -2.682 -2.237
N 3.958 -3.164 -2.961
N 3.121 -3.984 -2.253
C 3.107 -5.334 -2.137
N 3.978 -6.141 -2.703
I 3.924 -8.172 -2.541
N 2.075 -5.753 -1.357
C 1.452 -4.648 -1.032
O 0.345 -4.693 -0.251
C -0.593 -5.426 -0.847
N -1.455 -5.928 -1.415
N 2.003 -3.534 -1.556
S 1.362 -1.942 -1.385
O 1.137 -1.443 -2.700
O 0.190 -2.044 -0.585
C 2.529 -0.834 -0.433
F 1.770 -0.205 0.442
F 3.381 -1.593 0.267
C 3.243 0.260 -1.293
F 3.551 -0.147 -2.512
F 4.327 0.686 -0.679
F 2.371 1.262 -1.382
H 4.389 -4.200 -0.018
H 5.928 -4.980 0.320
H 5.731 -3.263 0.615
H 6.981 -3.285 -1.337
H 6.147 -4.645 -2.047
H 4.927 -1.869 -1.551
H 5.790 -2.250 -3.010
H 4.207 -3.576 -3.850
H 4.714 -5.730 -3.255
O -3.295 -2.568 5.053
C -2.974 -1.854 4.146
O -1.793 -2.093 3.519
C -1.426 -1.412 2.324
C -0.803 -0.060 2.617
C -3.780 -0.648 3.731
H -2.278 -1.333 1.647
H -0.695 -2.054 1.834
H -1.503 0.604 3.124
H -0.483 0.422 1.691
H 0.062 -0.180 3.272
H -3.531 0.182 4.383
H -4.835 -0.882 3.848
H -3.632 -0.345 2.699
O -3.893 2.333 3.629
C -4.477 3.051 2.857
O -5.605 2.599 2.288
C -6.465 3.426 1.494
C -6.000 3.502 0.054
C -3.931 4.399 2.457
H -6.576 4.412 1.946
H -7.441 2.947 1.544
H -5.015 3.962 -0.031
H -6.703 4.087 -0.540
H -5.931 2.500 -0.371
H -3.195 4.264 1.667
H -3.446 4.838 3.326
H -4.686 5.104 2.119
O -3.016 5.683 -0.588
C -1.947 5.426 -1.070
O -1.574 4.134 -1.157
C -0.407 3.690 -1.852
C 0.828 3.768 -0.979
C -0.988 6.510 -1.499
H -0.286 4.224 -2.795
H -0.611 2.650 -2.107
H 1.051 4.794 -0.684
H 1.691 3.373 -1.502
H 0.673 3.198 -0.062
H -0.442 6.859 -0.623
H -1.569 7.335 -1.903
H -0.280 6.203 -2.265

=====

Record 2
A structure of composition C20H33F6N4O9PbS2 in a non-equilibrium geometry, computed with the ωB97M-V functional and the def2-TZVPD basis.

The calculation puts the orbital gap (spin up / spin down) at 5.571 / 5.737 eV. As for the multiplicity: 1. The total energy comes out at -88856.50663 eV. The net charge is +3.

CARTESIAN COORDINATES (ANGSTROEM)
Pb 0.164 -0.018 -0.764
C -0.103 -2.808 -2.893
O -0.899 -2.162 -1.890
C -2.299 -2.350 -2.096
C -3.074 -1.738 -0.960
O -2.920 -0.304 -0.927
C -3.700 0.271 0.096
C -4.142 1.691 -0.258
O -3.160 2.398 -0.936
C -3.160 3.802 -0.822
H -0.230 -3.891 -2.842
H -0.381 -2.463 -3.892
H 0.939 -2.549 -2.702
H -2.595 -1.916 -3.056
H -2.525 -3.418 -2.118
H -4.128 -1.992 -1.094
H -2.737 -2.153 -0.007
H -4.601 -0.316 0.279
H -3.131 0.317 1.030
H -5.007 1.624 -0.953
H -4.478 2.238 0.628
H -2.640 4.057 0.119
H -2.617 4.204 -1.674
H -4.176 4.201 -0.744
O 1.876 1.848 -1.195
C 2.235 1.996 -2.577
C 1.057 1.827 -3.506
C 1.056 2.412 -4.764
C -0.003 2.159 -5.621
C -1.051 1.354 -5.189
C -0.997 0.839 -3.909
N 0.043 1.059 -3.088
H 1.420 2.644 -0.884
H 2.967 1.214 -2.780
H 2.725 2.953 -2.748
H 1.874 3.057 -5.061
H -0.012 2.584 -6.616
H -1.891 1.132 -5.833
H -1.806 0.242 -3.504
F 1.070 2.935 2.814
C 0.095 3.686 2.308
F 0.566 4.397 1.285
F -0.414 4.467 3.221
S -1.208 2.557 1.619
O -0.544 1.999 0.419
O -2.353 3.358 1.324
N -1.494 1.481 2.731
S -0.848 0.045 2.676
O -1.541 -0.847 1.757
O 0.596 -0.008 2.552
C -1.187 -0.598 4.377
F -0.650 0.217 5.263
F -0.558 -1.782 4.406
F -2.466 -0.764 4.589
C 1.161 -3.647 0.951
N 2.182 -2.940 1.705
C 2.671 -3.560 2.940
C 4.031 -3.019 3.317
C 3.963 -1.507 3.298
N 3.513 -1.043 1.993
C 3.927 0.256 1.517
C 2.619 -1.756 1.204
O 2.253 -1.310 0.109
H 1.608 -4.092 0.057
H 0.382 -2.959 0.625
H 0.740 -4.433 1.570
H 2.702 -4.638 2.790
H 1.938 -3.364 3.734
H 4.784 -3.365 2.605
H 4.321 -3.371 4.304
H 4.928 -1.053 3.513
H 3.252 -1.134 4.051
H 4.504 0.142 0.592
H 4.519 0.757 2.273
H 3.047 0.847 1.262